# 1
Molecular formula: C5H15PSi
Method: DFT, the ωB97M-V functional and the def2-TZVPD basis

Results
E_HOMO (alpha / beta) (eV): -8.972 / -6.747
Molecular weight (g/mol): 134.235
Relative energy (zero: lowest compared OMol25 entry of this formula, charge and spin) (kJ/mol): 380.93
Multiplicity: 1

Last column: natural (NBO) charge in e.
Element x y z (Å)
1 C 1.63664 -2.04604 0.44423  -0.604
2 C 0.77937 2.05157 1.07695  -0.624
3 C 1.33772 0.12698 -2.01974  -1.167
4 C 0.28505 -1.34930 0.52842  -0.866
5 C -0.34566 1.69652 0.09293  -0.927
6 Si -0.05314 0.06734 -0.74180  1.287
7 P -4.97225 -0.15258 0.22201  0.133
8 H 1.71788 -2.91664 1.18189  0.205
9 H 1.89596 -2.51942 -0.56910  0.204
10 H 2.41177 -1.32415 0.81057  0.199
11 H 0.38162 2.77434 1.82952  0.216
12 H 1.00438 1.08861 1.74538  0.191
13 H 1.82540 2.41300 0.71805  0.221
14 H 1.00997 0.70293 -2.99458  0.253
15 H 2.27298 0.47064 -1.55413  0.237
16 H 1.68620 -0.99794 -2.22440  0.247
17 H 0.20496 -1.00637 1.50423  0.222
18 H -0.40047 -2.10529 0.25282  0.229
19 H -0.30509 2.44572 -0.77672  0.232
20 H -1.29439 1.99307 0.48089  0.248
21 H -5.14382 0.51927 1.32592  -0.084
22 H -5.90279 0.72826 -0.46957  -0.051

# 2
Molecular formula: C34H38NO7P4SSiV
Method: DFT, the ωB97M-V functional and the def2-TZVPD basis

Results
E_HOMO (alpha / beta) (eV): -4.311 / -5.248
<S²>: 3.759
Molecular weight (g/mol): 807.671
Net charge: -1
Relative energy (zero: lowest compared OMol25 entry of this formula, charge and spin) (kJ/mol): 84.07
Multiplicity: 4

Last column: Mulliken charge in e.
Element x y z (Å)
1 V 0.86015 -1.10200 1.22660  0.708
2 C -1.00809 4.63469 4.77435  -1.143
3 Si -1.43852 2.86799 4.36346  0.064
4 C -2.12772 2.05514 5.87801  -1.115
5 C -2.73044 2.92177 3.04042  -0.938
6 C 0.15556 2.01718 3.86692  0.562
7 C 1.34468 2.51077 4.38679  -0.098
8 C 2.58184 1.99246 4.01746  -1.330
9 C 2.59665 0.97052 3.09352  -0.267
10 N 1.47432 0.44359 2.59776  0.246
11 C 0.26466 0.92364 2.97654  0.308
12 S -1.07697 0.04845 2.26933  -0.531
13 H -1.91845 5.19196 5.01219  0.340
14 H -0.52788 5.11614 3.91801  0.318
15 H -0.33627 4.72332 5.63028  0.347
16 H -3.02491 2.57594 6.22519  0.333
17 H -1.39167 2.05603 6.68577  0.326
18 H -2.39233 1.01652 5.66452  0.311
19 H -3.51795 3.60967 3.36324  0.391
20 H -3.16173 1.94034 2.84291  0.291
21 H -2.31031 3.28841 2.09953  0.257
22 H 1.32141 3.33625 5.09031  0.227
23 H 3.50877 2.38473 4.41111  0.432
24 H 3.52713 0.55940 2.71486  0.427
25 O 2.65903 -4.08830 3.56686  -0.610
26 P 2.08697 -3.25284 2.32881  0.972
27 O 0.79839 -2.57132 2.74139  -0.572
28 O 2.13108 -4.11043 1.10608  -0.865
29 O 3.21208 -2.07010 2.14364  -0.220
30 P 3.73462 -1.44972 0.68442  0.316
31 O 4.18173 -2.76867 -0.07784  -0.580
32 O 4.84584 -0.52597 0.93654  -0.830
33 O 2.44989 -0.90193 0.03275  -0.117
34 H 2.43766 -3.65081 4.39397  0.300
35 H 3.55094 -3.49023 0.12510  0.415
36 C -1.20100 0.72220 -1.32915  -0.853
37 C -1.80616 -0.65977 -1.10746  -1.652
38 P -0.62965 -1.94897 -0.54942  2.065
39 C -1.74336 -3.29455 0.01683  0.880
40 C -3.13034 -3.21834 0.03894  -0.551
41 C -3.89069 -4.29544 0.48689  -0.743
42 C -3.26459 -5.45385 0.91747  -0.458
43 C -1.87567 -5.53029 0.90937  -0.842
44 C -1.11836 -4.45832 0.46777  -0.512
45 C -0.00875 -2.66065 -2.12967  0.272
46 C -0.81243 -2.84914 -3.25332  -0.443
47 C -0.29639 -3.42033 -4.40661  -0.727
48 C 1.03797 -3.81241 -4.44816  -0.457
49 C 1.84133 -3.63741 -3.33210  -0.511
50 C 1.32011 -3.06642 -2.17647  -0.266
51 P 0.35751 0.81533 -2.33562  0.802
52 C -0.31699 1.35499 -3.95304  0.130
53 C -0.98399 2.56320 -4.16934  -0.293
54 C -1.50137 2.87206 -5.41653  -0.602
55 C -1.36331 1.97252 -6.47181  -0.437
56 C -0.70281 0.77140 -6.27049  -0.518
57 C -0.17764 0.46963 -5.01673  -0.457
58 C 1.08279 2.38386 -1.69709  0.273
59 C 1.87889 3.15678 -2.54892  -0.588
60 C 2.54862 4.27775 -2.08696  -0.628
61 C 2.45092 4.65241 -0.75129  -0.572
62 C 1.68104 3.88858 0.10934  -0.524
63 C 1.00585 2.76625 -0.35900  -0.101
64 H -0.98736 1.13483 -0.34771  -0.193
65 H -1.95999 1.35974 -1.79044  0.894
66 H -2.33738 -1.00427 -1.99310  0.558
67 H -2.53482 -0.55887 -0.30055  0.525
68 H -3.64162 -2.32394 -0.29071  0.274
69 H -4.97089 -4.22068 0.49992  0.393
70 H -3.85308 -6.29270 1.26816  0.367
71 H -1.37477 -6.42303 1.26191  0.428
72 H -0.03319 -4.51008 0.49914  0.340
73 H -1.85671 -2.56659 -3.24191  0.274
74 H -0.93613 -3.55820 -5.26968  0.429
75 H 1.44483 -4.25380 -5.34970  0.359
76 H 2.88246 -3.93330 -3.35239  0.481
77 H 1.95075 -2.91096 -1.31167  0.220
78 H -1.08562 3.27129 -3.35382  0.399
79 H -2.01087 3.81538 -5.56963  0.398
80 H -1.76794 2.21429 -7.44673  0.364
81 H -0.58493 0.06845 -7.08560  0.418
82 H 0.34891 -0.46526 -4.85919  0.347
83 H 1.97764 2.87889 -3.59258  0.428
84 H 3.15837 4.85780 -2.76868  0.374
85 H 2.98443 5.52060 -0.38541  0.376
86 H 1.61034 4.14846 1.15822  0.455
87 H 0.43589 2.18825 0.35391  -0.271

# 3
Molecular formula: C6H10O
Method: DFT, the ωB97M-V functional and the def2-TZVPD basis

Results
E_HOMO (eV): -9.528
Molecular weight (g/mol): 98.145
Relative energy (zero: lowest compared OMol25 entry of this formula, charge and spin) (kJ/mol): 156.96
Multiplicity: 1
SMILES: C1C[C@H](C2CC2)O1

Last column: natural (NBO) charge in e.
Element x y z (Å)
1 C -0.61261 -1.35834 1.58381  -0.059
2 C -0.00573 -1.50427 0.18559  -0.448
3 C -0.88899 -0.28704 -0.14647  0.112
4 C -0.36464 0.93133 -0.88444  -0.264
5 C 0.27731 2.04419 -0.10357  -0.403
6 C 1.10865 1.21490 -1.02772  -0.414
7 O -1.14058 -0.06669 1.25830  -0.533
8 H -1.41279 -2.08007 1.79435  0.165
9 H 0.06941 -1.31735 2.43918  0.176
10 H -0.20894 -2.42693 -0.36297  0.210
11 H 1.06561 -1.29104 0.15443  0.204
12 H -1.81946 -0.61419 -0.63195  0.172
13 H -0.98172 1.24097 -1.72475  0.216
14 H 0.37824 1.87347 0.96287  0.229
15 H 0.04932 3.06836 -0.38148  0.214
16 H 1.44587 1.65538 -1.96130  0.215
17 H 1.81361 0.51599 -0.58642  0.207